[1]
Below is a 3-piece molecular cluster, C30H47N3O overall, with properties calculated with wB97M-V/def2-TZVPD.

Output
- Structure (SMILES): Oc1ccccc1CNCCCc1cnc2ccccc2n1.CCCCCC.CCCCCC
- Lowest unoccupied orbital energy: -0.2 eV
- Multiplicity: 1
- Energy: -1410.826297 hartree
- Frontier orbital gap: 8.47 eV
- E_HOMO: -8.63 eV

Each line ends with the Mulliken charge.
Element x y z (Å)
C1 1.560 -4.231 4.704  -0.31
C2 -2.600 0.089 4.628  -1.34
C3 -0.223 -2.434 1.824  -1.22
H1 3.888 4.138 -1.591  0.42
H2 0.873 -5.856 5.912  0.40
O1 2.342 -2.491 3.323  -0.60
C4 2.400 5.307 -8.291  -1.22
C5 -1.162 -0.099 4.063  -0.41
H3 -1.118 0.718 2.090  0.33
H4 2.166 -1.654 3.770  0.28
H5 1.379 5.598 -8.041  0.28
H6 -2.630 0.595 5.597  0.44
H7 -1.808 -4.360 2.934  0.35
H8 -0.849 3.340 -5.892  0.39
C6 -4.257 -3.723 4.825  0.62
H9 -6.028 -5.091 1.619  0.40
C7 0.538 2.925 -7.469  -0.82
H10 1.478 2.228 0.713  0.27
H11 0.656 4.220 -5.736  0.21
C8 -4.805 -5.033 4.806  -0.39
C9 -5.537 -4.746 2.524  -0.53
H12 -0.607 0.826 4.282  0.46
H13 0.841 -0.834 2.600  -0.17
C10 -4.364 -2.962 3.661  0.09
C11 1.806 1.347 -1.241  -0.46
H14 2.979 2.206 -2.815  0.21
H15 0.430 -2.754 0.992  0.32
H16 0.838 4.040 -1.307  0.27
H17 -0.706 -0.941 4.605  0.27
C12 -3.246 -1.286 4.659  0.88
C13 1.772 4.450 -1.697  -0.91
C14 2.980 2.203 -1.721  -0.62
H18 3.920 1.729 -1.423  0.35
H19 -4.758 -5.674 5.685  0.43
H20 0.455 2.445 -4.014  0.19
C15 0.623 -5.160 5.117  -0.56
N1 -3.846 -1.697 3.568  -0.44
C16 0.090 -3.356 2.998  0.70
N2 0.024 -1.010 2.038  0.22
C17 2.841 0.577 0.959  -1.39
H21 1.825 2.095 -5.063  0.21
H22 1.714 4.462 -2.788  0.05
H23 2.113 2.600 -8.885  0.40
H24 3.012 -0.426 0.562  0.25
H25 -2.066 -0.764 2.149  0.60
H26 1.845 5.484 -1.354  0.39
C18 2.846 4.077 -7.507  -0.21
H27 -2.689 -1.641 6.716  0.40
H28 3.892 3.870 -7.750  0.36
H29 0.758 0.650 0.488  0.00
H30 -1.334 -5.893 4.768  0.39
H31 2.532 -4.224 5.195  0.43
C19 -0.840 -4.287 3.434  -0.53
H32 0.304 1.209 -5.266  0.38
H33 -3.161 0.683 3.892  0.38
C20 -3.186 -2.078 5.845  -0.43
H34 0.875 1.739 -1.662  0.13
H35 2.452 5.123 -9.367  0.29
H36 2.819 4.295 -6.435  0.14
C21 -5.405 -5.530 3.706  -0.42
C22 1.650 1.239 0.275  0.12
H37 -1.243 -2.627 1.474  0.46
H38 2.466 1.976 -7.293  0.31
C23 0.235 3.248 -6.007  -0.44
N3 -3.671 -3.283 5.981  -0.65
C24 -0.587 -5.162 4.459  -0.69
H39 3.047 6.156 -8.066  0.39
H40 2.660 0.485 2.033  0.27
C25 2.981 3.648 -1.225  -0.48
H41 1.922 0.341 -1.657  0.42
C26 0.738 2.185 -5.035  -0.82
H42 0.059 1.975 -7.729  0.36
H43 -5.105 -2.860 1.645  0.43
H44 0.063 3.681 -8.102  0.33
C27 1.299 -3.358 3.678  0.49
C28 -1.154 -0.297 2.527  -0.98
H45 3.757 1.158 0.832  0.45
H46 -5.797 -6.545 3.698  0.39
C29 -5.022 -3.495 2.525  -0.47
H47 3.037 3.677 -0.133  0.26
C30 2.024 2.827 -7.818  -0.70

---

[2]
Below is C30H48AlBrF6KN7O19PS2 as an isolated structure, with properties calculated with wB97M-V/def2-TZVPD.

Output
- Net charge: -1
- Lowest unoccupied orbital energy: -4.3 eV
- Multiplicity: 1
- Energy: -8137.173825 hartree
- Frontier orbital gap: 1.03 eV
- E_HOMO: -5.32 eV

Each line ends with the Mulliken charge.
Element x y z (Å)
F1 -5.702 1.212 4.936  -0.21
H1 -1.983 -1.553 3.978  0.31
K1 3.944 4.010 -11.141  0.93
O1 1.982 5.241 -7.554  -0.94
N1 -2.305 -6.521 6.085  0.93
C1 -0.978 -4.200 -0.917  -0.56
H2 -3.118 0.797 8.435  0.28
C2 2.732 -0.938 -0.718  0.10
C3 -6.765 1.707 5.592  0.67
H3 -1.099 -3.085 4.556  0.20
H4 0.999 1.982 -0.918  0.12
C4 0.372 -0.540 0.499  -1.30
O2 -3.486 0.358 6.452  -0.15
C5 -9.623 4.120 8.916  0.66
C6 3.221 2.215 -10.049  -1.26
C7 -0.868 -2.655 -1.328  -0.79
H5 1.730 2.195 -12.479  0.34
C8 1.168 1.937 -11.575  -1.24
C9 0.850 3.248 -7.028  -1.31
C10 1.270 -1.283 -0.565  1.07
Br1 7.211 0.197 -1.418  -0.03
C11 -1.849 -5.168 1.278  0.22
C12 3.593 -1.616 -1.733  0.20
C13 2.929 -2.671 -2.581  -0.62
H6 -3.786 -0.759 8.160  0.27
H7 0.399 6.462 -5.793  0.33
H8 1.069 -3.767 -3.094  0.37
H9 0.674 2.825 -11.171  0.33
H10 3.874 2.480 -10.884  0.57
H11 1.697 2.601 -7.285  0.18
H12 5.599 6.570 -5.367  0.31
O3 0.993 -2.502 2.215  -0.34
H13 2.816 3.122 -9.574  -0.09
H14 -0.622 -7.204 5.050  0.29
N2 -7.748 3.075 7.515  -0.29
Al1 4.861 2.823 -1.435  0.47
O4 -5.568 1.766 7.905  -0.63
O5 -5.486 3.769 6.517  -0.65
H15 3.874 6.257 -5.743  0.28
H16 -0.998 0.135 7.222  0.37
O6 -1.352 -4.461 2.374  -0.07
H17 -1.360 -2.554 -2.342  0.42
H18 -1.941 -2.503 1.836  -0.27
O7 1.943 0.228 -10.123  -0.50
C14 1.514 -2.995 -2.425  -0.67
H19 -2.906 -3.550 0.071  0.43
O8 7.769 -3.008 -4.404  -0.63
H20 -0.083 -4.392 -0.251  0.46
O9 -1.929 -6.376 1.346  -0.61
H21 -0.926 -4.863 -1.829  0.36
C15 -1.724 -0.594 7.585  -1.00
F2 -7.541 0.657 5.924  -0.25
H22 4.421 1.813 2.067  0.18
C16 0.317 1.873 -0.010  -0.62
H23 1.058 -0.163 1.298  0.67
H24 0.407 1.203 -11.837  0.30
H25 -0.555 0.395 -1.100  0.35
C17 -2.180 -3.294 2.598  0.11
H26 -0.482 4.990 -5.374  0.35
F3 -10.026 4.860 9.961  -0.22
C18 -3.173 0.010 7.660  0.17
C19 0.102 5.478 -6.167  -1.47
O10 5.330 5.581 -3.193  -0.57
N3 -0.405 0.583 -0.103  -0.20
P1 5.314 1.650 0.948  0.47
S1 -7.801 3.981 8.821  1.01
H27 5.123 5.027 -6.142  0.24
N4 4.635 5.179 -4.115  0.88
H28 0.930 1.949 0.926  0.25
H29 5.269 2.909 0.229  0.12
H30 3.806 1.665 -9.310  0.42
H31 -1.683 -1.471 6.938  0.19
H32 -1.372 -1.968 -0.602  0.47
H33 -2.993 -5.220 -0.570  0.43
F4 -10.146 4.688 7.812  -0.24
S2 -6.285 2.697 7.053  0.97
C20 1.672 -2.577 3.261  0.66
H34 -0.304 -1.291 0.987  -0.56
C21 -1.477 -6.561 4.850  -0.32
H35 -1.407 -0.904 8.583  0.37
H36 -1.154 -5.553 4.612  -0.06
O11 -2.483 -5.435 6.608  -0.52
O12 -2.748 -7.581 6.487  -0.59
N5 6.985 -3.810 -3.862  0.96
C22 4.566 0.310 -0.114  -0.21
H37 3.747 -3.172 3.411  0.34
C23 1.331 4.627 -6.537  1.28
F5 -7.470 2.430 4.702  -0.24
H38 0.275 2.735 -6.246  0.43
N6 3.236 0.027 0.117  0.05
H39 -2.944 -2.935 4.619  0.40
C24 2.775 -3.645 3.262  -1.21
O13 6.656 1.318 1.524  -0.57
H40 2.600 -4.356 4.071  0.32
C25 4.825 5.811 -5.448  -0.68
O14 1.589 -1.908 4.317  -0.67
O15 -7.422 3.338 10.056  -0.65
H41 0.204 3.327 -7.909  0.25
C26 2.096 1.348 -10.541  1.12
C27 5.345 -0.383 -1.174  0.24
H42 -0.567 5.628 -7.019  0.32
O16 5.823 -3.943 -4.303  -0.62
C28 -2.299 -4.489 -0.067  -0.68
H43 -0.383 2.761 -0.066  0.33
O17 3.801 4.302 -4.034  -0.47
H44 -3.263 -3.596 2.466  0.59
H45 2.795 -4.190 2.318  0.30
O18 7.356 -4.477 -2.881  -0.62
H46 3.520 -3.210 -3.364  0.45
H47 1.867 4.440 -5.586  -0.31
C29 -2.007 -2.678 4.039  -1.22
F6 -10.218 2.917 9.038  -0.24
C30 0.640 -2.278 -1.408  0.35
N7 4.930 -1.367 -2.002  -0.30
O19 -7.342 5.339 8.672  -0.64
H48 -2.096 -6.965 4.051  0.25

---

[3]
Below is a 3-piece molecular cluster, C30H48BrF6N5O9P overall, with properties calculated with wB97M-V/def2-TZVPD.

Output
- Energy relative to the best compared isomer or geometry (same formula, charge and spin): 1789.94 kJ/mol
- Net charge: +1
- Lowest unoccupied orbital energy: -3.6 eV
- Multiplicity: 1
- Energy: -5636.578768 hartree
- Frontier orbital gap: 5.34 eV
- E_HOMO: -8.95 eV

Each line ends with the Mulliken charge.
Element x y z (Å)
N1 0.493 -1.325 -0.681  -0.33
C1 -2.998 -3.631 -5.634  -0.42
F1 5.097 -1.449 5.572  -0.25
C2 5.898 -4.243 1.191  -1.07
H1 -9.010 0.298 -8.163  0.24
C3 4.252 11.315 5.695  -1.09
H2 6.538 -4.861 0.557  0.37
O1 3.258 -1.353 -4.576  -0.44
C4 5.110 -3.228 3.963  0.31
C5 -5.639 -3.039 -5.101  -0.30
H3 -0.816 0.406 1.550  0.25
C6 1.383 0.529 2.985  -0.39
H4 3.526 12.130 5.777  0.31
C7 0.689 1.598 4.050  -0.47
H5 0.724 6.140 1.355  0.28
C8 4.307 -2.191 4.745  0.89
H6 2.505 0.331 3.282  0.23
O2 3.308 -1.323 -1.902  -0.57
H7 5.150 -4.893 1.657  0.32
H8 -5.913 -3.994 -5.741  0.28
C9 0.780 -3.288 -4.146  -0.13
F2 3.345 -2.747 5.535  -0.25
O3 -8.670 -1.471 -6.901  -0.40
H9 -5.624 -3.290 -3.945  0.07
H10 -1.674 -1.046 2.402  0.42
C10 0.557 -0.887 2.902  -0.53
H11 1.195 -2.832 -5.169  0.54
H12 -2.578 -2.744 -3.105  0.11
H13 -6.080 -0.794 -5.307  0.28
H14 -3.806 -3.878 -2.228  0.31
C11 -1.503 -4.444 -2.006  -0.95
H15 -6.642 -1.389 -7.682  0.28
H16 7.269 -4.199 2.884  0.32
N2 0.894 3.059 3.643  0.25
Br1 1.316 -6.432 -4.813  -0.09
H17 7.466 -2.881 1.731  0.33
H18 4.526 11.067 7.810  0.31
H19 -0.816 -5.086 -2.733  0.10
H20 -1.886 -5.227 -1.190  0.41
O4 2.905 9.970 7.217  -0.32
H21 1.194 1.441 5.109  0.27
F3 0.201 9.533 6.951  -0.25
H22 -3.138 -2.341 0.830  0.31
N3 0.964 -2.366 -2.974  0.38
H23 1.355 1.021 1.918  0.22
C12 -2.991 -4.667 -4.326  -0.55
H24 1.989 3.994 5.564  0.28
H25 -4.211 -1.844 -6.508  0.33
H26 -7.524 -1.772 -4.521  0.32
H27 1.245 -1.830 2.723  0.29
H28 -0.468 1.453 4.174  0.20
H29 0.064 -1.057 3.973  0.33
N4 -1.241 -2.761 -0.142  -0.04
C13 6.720 -3.507 2.234  -0.19
O5 3.149 8.435 5.529  -0.53
F4 3.664 -1.303 3.934  -0.24
H30 3.975 10.734 4.809  0.30
C14 0.527 3.781 2.350  -0.01
C15 -0.684 -0.736 1.841  -0.28
C16 -2.344 -3.231 0.780  -0.91
H31 5.351 -3.533 0.564  0.27
H32 -7.278 -3.111 -7.205  0.27
H33 -2.907 -4.197 0.436  0.33
H34 2.752 -1.035 -5.380  0.35
C17 1.698 -4.667 -3.914  0.38
O6 1.644 0.499 -2.964  -0.52
H35 -0.358 -3.556 -4.388  -0.34
C18 2.474 8.939 6.425  0.41
C19 0.274 -2.320 -1.801  -0.12
C20 1.549 4.138 4.489  -0.36
H36 5.246 11.736 5.531  0.36
H37 -0.019 3.268 1.429  0.16
H38 0.664 0.446 -2.751  0.38
H39 -3.804 -1.677 -4.667  0.16
C21 1.624 5.604 3.696  -0.25
C22 1.072 8.491 6.828  0.82
H40 -7.595 0.490 -6.910  0.26
F5 1.065 7.844 8.028  -0.26
C23 -6.703 -1.790 -5.358  -0.45
C24 -7.283 -1.970 -6.886  -0.42
C25 -0.495 -1.567 0.440  -0.02
O7 2.791 -4.620 -3.106  -0.42
C26 -8.650 0.002 -7.067  -0.59
N5 -0.833 -3.246 -1.398  0.62
C27 -4.137 -2.451 -5.489  -0.58
H41 2.096 6.615 4.072  0.26
F6 0.509 7.633 5.930  -0.21
C28 4.231 10.457 6.948  -0.19
C29 0.901 5.385 2.240  -0.67
H42 -1.931 -3.320 1.896  0.33
O8 5.894 -2.628 3.015  -0.32
H43 -4.003 -5.296 -4.291  0.37
H44 -9.391 0.489 -6.283  0.24
C30 -2.810 -3.891 -2.885  0.02
H45 -2.127 -5.464 -4.482  0.30
H46 -1.966 -3.086 -5.787  0.08
H47 4.942 9.625 6.886  0.31
P1 2.295 -1.135 -3.142  0.76
H48 -3.145 -4.318 -6.591  0.36
O9 5.084 -4.442 4.163  -0.51